# 1
75
Properties=species:S:1:pos:R:3:mulliken_charge:R:1 method="wB97M-V/def2-TZVPD" e_lumo_ha=0.003 smiles="CCCCC1=CC2=C(c3ccco3)C(=O)[C@](C)(OC(=O)c3ccc(OC)cc3)C(=O)C2=CN1Cc1ccc(OC)cc1" relative_energy_kcal_mol=0.2
C -0.7932 0.0047 6.8733 -1.53
C -1.1336 0.3442 5.4274 0.08
C -0.0342 1.1821 4.7797 -0.70
H 0.9106 0.6396 4.8446 0.35
H 0.0770 2.1168 5.3333 0.52
C -0.3153 1.5164 3.3060 -1.43
C -0.2975 0.2775 2.4577 0.49
C 0.9011 -0.2677 2.1198 -1.16
C 1.0363 -1.4320 1.3073 0.68
C 2.2443 -2.0043 0.9215 0.56
C 2.2526 -3.0782 -0.0429 -0.31
O 3.1785 -3.8202 -0.2969 -0.72
C 0.9333 -3.1878 -0.8741 1.89
C -0.2262 -3.2358 0.1044 -0.45
O -0.9552 -4.1825 0.2653 -0.65
C -0.2262 -2.0171 0.9416 0.43
C -1.3972 -1.4692 1.3446 -0.17
N -1.4724 -0.3249 2.0726 0.76
C -2.7568 0.3433 2.1709 -1.50
C -2.8259 1.4981 1.1967 0.37
C -2.3915 1.3275 -0.1096 -0.54
C -2.3981 2.3788 -1.0081 0.07
C -2.8544 3.6306 -0.6092 0.82
C -3.3132 3.8007 0.6983 -0.93
C -3.2926 2.7481 1.5876 -0.52
H -3.6505 2.8995 2.5963 0.44
H -3.6742 4.7728 0.9937 0.43
O -2.8945 4.7322 -1.4037 -0.51
C -2.4490 4.6152 -2.7333 -0.75
H -1.3950 4.3229 -2.7805 0.31
H -2.5700 5.6046 -3.1720 0.31
H -3.0544 3.8927 -3.2913 0.30
H -2.0416 2.2029 -2.0099 0.14
H -2.0407 0.3623 -0.4446 0.55
H -3.5305 -0.3916 1.9304 0.55
H -2.9299 0.6874 3.1924 0.23
H -2.3273 -1.9351 1.0558 0.39
C 0.9468 -4.3695 -1.8273 -1.85
H 0.9720 -5.2872 -1.2467 0.36
H 0.0460 -4.3587 -2.4370 0.46
H 1.8287 -4.3211 -2.4603 0.41
O 0.9227 -1.9444 -1.6122 -0.32
C -0.2568 -1.4612 -1.9885 0.35
O -1.3207 -1.9557 -1.6847 -0.69
C -0.1292 -0.2331 -2.8020 0.36
C 1.0120 0.5675 -2.7534 -0.46
C 1.0832 1.7090 -3.5175 -0.76
C 0.0294 2.0675 -4.3662 0.69
C -1.1111 1.2679 -4.4140 -0.21
C -1.1873 0.1347 -3.6264 -0.78
H -2.0697 -0.4870 -3.6489 0.41
H -1.9392 1.5189 -5.0582 0.41
O 0.2115 3.2031 -5.0846 -0.44
C -0.7481 3.5616 -6.0520 -0.77
H -1.7128 3.8028 -5.5945 0.25
H -0.8819 2.7688 -6.7939 0.36
H -0.3524 4.4499 -6.5412 0.25
H 1.9530 2.3459 -3.4910 0.47
H 1.8307 0.2865 -2.1098 0.61
C 3.5287 -1.6200 1.4743 -0.24
C 4.7965 -1.8637 1.0052 -0.50
C 5.6888 -1.2996 1.9431 -0.66
C 4.9153 -0.7512 2.9167 -0.53
O 3.6086 -0.9359 2.6464 -0.32
H 5.1547 -0.2223 3.8182 0.46
H 6.7587 -1.3036 1.8970 0.46
H 5.0501 -2.3872 0.1084 0.60
H 1.7938 0.2329 2.4528 0.75
H -1.2549 2.0568 3.2208 0.15
H 0.4749 2.1805 2.9503 0.47
H -1.2662 -0.5827 4.8648 0.18
H -2.0769 0.8967 5.4043 0.15
H -0.6648 0.9122 7.4594 0.35
H -1.5866 -0.5861 7.3244 0.41
H 0.1300 -0.5678 6.9211 0.36

---

# 2
83
Properties=species:S:1:pos:R:3:mulliken_charge:R:1 method="wB97M-V/def2-TZVPD" e_lumo_ha=0.063 total_charge=-1 relative_energy_kcal_mol=109.3
In -0.8379 -0.0305 -0.9181 2.44
C 1.5862 0.6422 -3.4286 -1.35
N 1.9396 -0.1110 -2.2057 1.43
C 2.6297 -1.2935 -2.7400 -2.03
C 2.9035 -2.5449 -1.9037 -1.70
C 0.5669 -3.1067 -0.5995 -2.03
N -0.1531 -2.0427 0.1169 0.33
C -0.5051 -2.3987 1.3096 -0.36
C -1.5560 -1.8573 2.1081 -0.57
C -1.6095 -2.1600 3.4843 0.01
C -2.6586 -1.7545 4.2635 -0.80
C -3.7299 -1.0704 3.6451 -0.52
C -3.7487 -0.8303 2.3001 -0.49
C -2.6567 -1.2176 1.4552 0.54
O -2.6825 -1.0169 0.2055 -0.93
C 2.8125 0.7602 -1.4121 -1.61
C 3.2715 0.2790 -0.0347 -1.21
C 2.2110 0.2574 1.0896 -1.03
N 1.0253 0.9864 0.6914 1.20
C 0.9414 2.4203 0.9875 0.08
C 0.4678 3.4465 0.0344 -0.07
C 0.5556 4.7759 0.4388 -0.58
C -0.0884 5.7910 -0.2452 -0.79
C -0.8679 5.4584 -1.3524 -0.69
C -0.9469 4.1527 -1.7917 -0.78
C -0.2346 3.1120 -1.1512 0.42
O -0.2043 1.9234 -1.6690 -0.83
H 2.4910 0.8072 -4.0359 0.47
H 1.1419 1.5943 -3.1679 0.33
H 0.8718 0.0611 -4.0096 0.29
H 3.6025 -0.9678 -3.1511 0.61
H 2.0386 -1.6135 -3.5914 0.82
H 3.9439 -2.5277 -1.5631 0.62
H 2.8508 -3.3735 -2.6140 0.46
H 0.4233 -3.9992 0.0146 1.27
H -1.2255 -3.6016 -1.5721 1.05
H -0.0145 -3.2838 1.7360 0.34
H -0.7818 -2.7085 3.9256 0.38
H -2.6809 -1.9668 5.3237 0.40
H -4.5654 -0.7400 4.2523 0.41
H -4.5830 -0.3257 1.8269 0.51
H 2.2759 1.7013 -1.2897 0.70
H 3.7207 0.9768 -2.0029 0.55
H 4.0625 0.9747 0.2585 0.60
H 3.7549 -0.6970 -0.1028 0.48
H 2.6609 0.6797 1.9976 0.41
H 1.8952 -0.7555 1.3363 0.50
H 1.6988 2.7723 1.6891 0.47
H 1.1104 5.0062 1.3434 0.34
H -0.0150 6.8160 0.0937 0.38
H -1.4181 6.2315 -1.8763 0.41
H -1.5418 3.8807 -2.6552 0.49
C 0.0576 1.1052 3.0873 -1.37
C -0.0034 1.4315 1.6217 -0.91
N -1.2446 1.2930 0.9090 0.87
C -2.2627 2.0462 0.8312 0.53
C -2.5026 3.1923 1.7949 -0.54
N -1.5186 3.5438 2.5061 -0.27
C -3.8333 3.9632 2.0860 0.66
O -4.9368 3.5973 1.5117 -0.62
O -3.7717 4.8423 2.9166 -0.69
C -3.1929 1.7305 -0.3890 0.87
O -4.3429 2.2116 -0.3756 -0.89
O -2.7124 1.0543 -1.3162 -0.53
H 1.0954 1.1088 3.4194 0.54
H -0.3737 0.1277 3.2872 -0.08
H -0.4881 1.8546 3.6547 0.36
H -1.8401 4.3278 3.0865 0.29
H -4.7325 2.9478 0.7202 0.42
Br -0.8759 -5.5111 -3.7475 -0.14
C 0.2801 -4.7916 -2.4076 -0.24
C 1.2619 -5.6016 -1.9934 -0.56
C 2.2855 -5.4419 -0.9493 -0.89
C 2.6781 -4.3297 -0.3292 -1.09
C 2.1092 -2.9680 -0.6517 1.46
C -0.1845 -3.4609 -1.8866 0.38
C -0.2825 -2.3464 -2.9545 0.27
O 0.1534 -2.5404 -4.0748 -0.68
O -0.9112 -1.2822 -2.5817 -0.79
H 1.3085 -6.5627 -2.4915 0.40
H 2.7891 -6.3675 -0.6918 0.43
H 3.4781 -4.3923 0.4014 0.44
H 2.3652 -2.2939 0.1629 0.00

---

# 3
83
Properties=species:S:1:pos:R:3:mulliken_spin:R:1 method="wB97M-V/def2-TZVPD" e_lumo_ha="0.058 / 0.047" total_charge=-1 multiplicity=2 s_squared=0.99
V 0.6459 0.0687 0.1178 0.99
S 1.2153 -1.7318 1.2623 -0.11
C 2.4855 -1.1708 0.1722 -0.15
N 3.6053 -0.4178 0.7530 -0.02
C 4.8917 -0.8502 0.2699 0.00
C 4.8517 -0.8107 -1.2327 -0.01
N 3.9249 -1.8343 -1.6830 -0.01
C 4.2110 -2.4324 -2.9834 0.00
C 4.1931 -1.3624 -4.0511 0.00
C 2.9725 -0.9504 -4.5822 0.00
C 2.8991 0.1586 -5.4113 0.00
C 4.0516 0.8658 -5.7305 0.00
C 5.2786 0.4336 -5.2479 0.00
C 5.3468 -0.6766 -4.4145 0.00
C 2.7657 -2.0474 -0.9981 0.03
S 1.7395 -3.2980 -1.4816 -0.04
C 3.6182 -0.2890 2.2128 0.00
C 4.5573 0.7952 2.6831 0.01
C 4.1880 2.1335 2.5589 0.00
C 4.9981 3.1359 3.0692 0.00
C 6.1991 2.8189 3.6943 0.00
C 6.5816 1.4908 3.8088 0.00
C 5.7637 0.4871 3.3018 0.00
H 5.1356 -1.8771 0.5974 0.00
H 5.6574 -0.1714 0.6462 0.00
H 5.8334 -1.0141 -1.6601 0.00
H 4.5284 0.1847 -1.5564 0.00
H 3.4425 -3.1786 -3.1556 0.00
H 5.1903 -2.9179 -2.9367 0.00
H 2.0832 -1.5199 -4.3357 0.00
H 1.9412 0.4847 -5.7979 0.00
H 3.9958 1.7405 -6.3656 0.00
H 6.1838 0.9708 -5.5028 0.00
H 6.3080 -1.0144 -4.0429 0.00
H 3.8918 -1.2505 2.6765 -0.01
H 2.6178 -0.0271 2.5320 0.00
H 3.2394 2.3692 2.0951 0.00
H 4.6806 4.1691 2.9951 0.00
H 6.8281 3.6025 4.0993 0.00
H 7.5114 1.2341 4.3019 0.00
H 6.0585 -0.5519 3.4100 0.00
C 5.1000 5.1011 0.0974 0.00
C 3.7750 4.4150 -0.1064 0.00
C 2.5933 5.0033 0.3316 0.00
C 1.3647 4.4040 0.0850 0.01
C 1.3217 3.1993 -0.5957 0.00
C 2.4914 2.5978 -1.0445 0.04
C 3.7070 3.2056 -0.7939 0.00
S -0.2645 2.4923 -1.0333 0.00
O -1.1240 3.6365 -1.1364 0.00
O 0.0116 1.7488 -2.2483 0.01
N -0.8145 1.3993 0.0468 0.05
C -1.0236 1.9693 1.3776 0.02
C 0.3492 2.0158 2.0899 0.01
O 0.5075 2.6345 3.1153 0.00
O 1.2670 1.3446 1.4329 0.00
H 5.0623 5.7890 0.9421 0.00
H 5.3595 5.6815 -0.7919 0.00
H 5.8959 4.3761 0.2702 0.00
H 2.6261 5.9464 0.8654 0.00
H 0.4385 4.8710 0.3927 0.00
H 2.4364 1.6750 -1.6113 -0.02
H 4.6229 2.7384 -1.1405 0.00
H -1.6936 1.3369 1.9587 -0.02
H -1.4442 2.9737 1.3281 0.00
Te -3.3921 1.3885 -1.6013 0.17
C -3.7776 2.8212 -3.0787 -0.01
C -2.9757 3.1372 -4.1447 0.01
C -3.5156 4.1523 -4.9880 0.00
C -4.7298 4.5951 -4.5607 0.01
S -5.2003 3.7936 -3.1154 0.00
H -2.0071 2.6729 -4.2755 0.00
H -3.0224 4.5260 -5.8768 0.00
H -5.3725 5.3390 -5.0074 0.00
N -1.3795 -1.6344 -3.0941 0.00
C -2.1369 -2.1514 -2.0661 0.00
C -1.5176 -1.7730 -0.9289 0.01
N -0.3954 -1.0289 -1.2472 0.03
C -0.3483 -0.9724 -2.5608 0.01
H -1.5781 -1.7232 -4.0733 0.00
H -3.0290 -2.7242 -2.2366 0.00
H -1.7645 -1.9976 0.0931 0.00
H 0.4088 -0.4722 -3.1354 -0.01

---

Strongest force on any atom in eV Å⁻¹, matching the order above: 1.07, 0.63, 1.87
Energy in Ha, matching the order above: -1896.83876, -4955.97637, -4695.57869